25
Properties=species:S:1:pos:R:3 method="wB97M-V/def2-TZVPD" e_above_lowest_ev=0.000 orbital_gap_ev=8.9 smiles="CCC(C)(C)F.OCC=S" e_tot_ha=-848.9728 e_homo_ev=-9.27 spin_multiplicity=1 lumo_energy_ev=-0.335
H -2.08 -0.78 1.85
S 0.62 1.49 -4.42
H 2.73 0.97 -3.38
C -0.26 0.27 1.44
C -1.01 -1.00 1.84
H 0.37 -2.37 0.88
C -0.49 1.40 2.43
H -0.26 -0.06 -0.71
H 1.24 0.31 -1.22
H 1.46 -1.08 -2.28
H 0.11 2.27 2.17
H -1.55 1.69 2.44
H -1.11 -2.08 -0.05
C 1.50 0.02 -2.25
C -0.71 -2.21 0.96
H -0.59 0.18 -2.86
H -0.22 1.07 3.44
H 0.02 1.62 -0.22
H -1.16 -3.11 1.38
F 1.12 -0.03 1.49
O 2.78 0.47 -2.56
C -0.55 0.72 0.01
C 0.41 0.53 -3.14
H -1.62 0.93 -0.12
H -0.73 -1.23 2.87


13
Properties=species:S:1:pos:R:3 method="wB97M-V/def2-TZVPD" e_above_lowest_ev=3.369 orbital_gap_ev=10.7 smiles="C=C[C@H]1[C@H]2N[C@@H]12" e_tot_ha=-249.3494 e_homo_ev=-9.52 spin_multiplicity=1 lumo_energy_ev=1.188
H -1.92 -1.09 -0.54
H -0.97 -0.01 1.70
H 1.34 -1.35 1.87
H -0.35 1.42 -1.36
C 0.93 0.59 0.72
H -1.60 0.53 -2.40
C 0.93 -0.83 1.01
H 1.35 1.43 1.24
C -0.38 -0.14 0.78
C -1.05 0.60 -1.47
H 1.21 -0.54 -0.98
N 1.70 -0.34 -0.11
C -1.20 -0.27 -0.47


17
Properties=species:S:1:pos:R:3 method="wB97M-V/def2-TZVPD" e_above_lowest_ev=0.869 orbital_gap_ev=10.3 smiles="O=C1CC=CCC1.[H][H]" e_tot_ha=-309.8104 e_homo_ev=-9.40 spin_multiplicity=1 lumo_energy_ev=0.864
C -0.92 -0.68 1.63
C -0.91 1.21 -0.02
H 0.37 0.81 -1.75
H -0.27 -2.34 0.42
O 1.99 -0.64 -0.40
H -1.77 1.65 -0.54
H -0.26 2.05 0.26
H 2.98 0.97 -2.83
H 2.78 0.58 -2.22
H -1.31 -1.13 2.54
H -0.90 -0.40 -1.45
H 0.94 -1.79 1.57
C 0.80 -0.61 -0.19
H -2.14 1.01 1.83
C 0.15 -1.45 0.89
C -1.38 0.50 1.23
C -0.17 0.26 -0.97


20
Properties=species:S:1:pos:R:3 method="wB97M-V/def2-TZVPD" e_above_lowest_ev=4.263 orbital_gap_ev=8.5 e_tot_ha=-436.4904 e_homo_ev=-8.47 spin_multiplicity=1 lumo_energy_ev=0.021
N 0.28 0.86 1.46
H 1.10 2.79 1.35
H -0.28 2.51 0.25
H 0.19 -0.58 -2.27
C 1.50 0.42 -0.44
C 0.13 2.30 1.24
H -0.55 2.67 2.00
H 2.22 -0.28 -0.84
H 1.75 1.47 -0.63
H -0.39 0.40 2.06
N -1.97 -0.97 0.18
H -0.15 -2.95 -1.46
C -0.24 -0.02 -1.42
C -0.92 -1.24 -0.44
H -2.28 -0.01 0.02
H -0.87 -3.28 0.14
C -0.27 -2.58 -0.44
O -0.93 0.98 -1.53
H 0.72 -2.51 0.01
N 0.98 0.02 0.74


84
Properties=species:S:1:pos:R:3 method="wB97M-V/def2-TZVPD" e_above_lowest_ev=0.000 orbital_gap_ev="7.5 / 5.6" e_tot_ha=-6188.8252 e_homo_ev="-17.13 / -17.21" total_charge=+3 spin_multiplicity=2 lumo_energy_ev="-9.583 / -11.655"
C -1.94 -0.78 1.87
H 3.29 0.90 -5.26
H 3.40 2.44 2.89
Cl -5.35 1.07 -3.14
H 1.80 -3.50 0.10
H 3.16 -3.45 3.55
H 2.48 1.29 1.92
H 2.05 2.12 -2.75
H 2.60 -1.79 3.37
H 2.93 1.14 -1.56
N 0.11 -1.66 1.04
H 4.56 -0.50 -3.55
C -0.91 3.79 -0.60
H -0.15 3.10 3.92
H 3.21 -3.83 1.11
N -6.65 -2.97 -1.17
H 2.17 -0.42 -5.53
Ge -5.15 3.02 -1.65
N -0.57 -0.51 -1.52
H 0.51 1.50 3.53
H -2.97 -0.37 4.46
S -2.70 -2.09 -1.45
C 1.76 4.60 2.63
H -3.84 -1.71 3.72
H 3.71 -1.22 -2.19
C 0.67 -1.70 -3.55
H 1.71 -2.93 4.39
C 0.76 2.56 3.66
H 2.70 -2.16 0.83
H 0.40 -4.85 3.33
C 1.19 -0.52 -2.95
C 0.45 2.97 1.24
C 2.69 2.35 2.07
H -2.50 5.00 -1.33
S -2.47 2.00 -2.01
H 3.45 -1.83 -3.83
H 1.86 -5.37 2.50
C -0.71 -2.30 3.17
H 0.40 -5.05 1.57
C -5.91 -2.10 -1.11
H -1.25 -4.24 -3.00
H 2.44 4.68 3.48
C -1.42 4.88 -1.47
H -0.55 -2.91 4.05
C -0.51 -2.25 -3.14
C 1.42 3.13 2.40
C 0.99 -4.72 2.42
C 0.25 -2.38 2.12
C -1.11 -3.46 -3.75
C 2.34 -3.18 0.99
N 0.06 1.74 1.00
B -0.96 0.04 -0.21
H 1.55 1.17 -5.08
H -0.47 -3.85 -4.54
H 3.76 1.78 -2.98
C 2.36 0.45 -4.91
C -1.82 -1.51 3.07
H 1.22 -2.16 -4.36
H -0.94 5.83 -1.23
H 0.33 5.03 0.61
H 2.28 5.04 1.77
C 3.61 -0.94 -3.23
N -0.80 1.51 0.01
C 2.82 1.36 -2.62
N 0.56 0.05 -1.96
H 3.18 2.73 1.17
H -2.63 -2.04 4.97
S -3.25 0.25 1.47
C 2.49 0.10 -3.43
C -2.87 -1.41 4.12
Cl -5.96 1.58 0.13
C -0.02 4.02 0.43
C 1.47 -3.27 2.24
H 1.45 2.64 4.50
H -7.32 -3.72 -1.24
C 2.27 -2.82 3.46
C -1.17 -1.58 -2.07
H -2.09 -3.24 -4.18
Cl -6.90 4.04 -2.16
H -1.26 4.66 -2.52
C -1.32 2.46 -0.78
H 0.88 5.20 2.86
Y -4.31 -0.07 -1.04
N -0.96 -0.86 0.96


55
Properties=species:S:1:pos:R:3 method="wB97M-V/def2-TZVPD" orbital_gap_ev="8.5 / 5.2" e_tot_ha=-1777.6773 e_homo_ev="-14.30 / -14.31" total_charge=+2 spin_multiplicity=6 lumo_energy_ev="-5.793 / -9.099"
N 0.81 -0.87 3.13
H 2.55 3.52 1.11
H -1.36 1.66 4.37
C 0.61 -0.10 4.36
C -0.21 -4.86 -5.80
H 2.87 2.20 2.22
H 1.21 -0.49 5.19
H 2.05 1.37 3.82
C -2.24 2.10 2.48
H 1.95 -3.24 -5.55
C -1.28 2.42 -1.18
H 0.19 3.59 1.74
H -1.67 0.74 -2.76
H -2.38 0.05 2.65
H -1.62 -2.11 -2.32
C -1.15 2.29 3.51
O 1.71 -0.62 -1.05
C 0.35 -1.63 -3.06
H -0.44 -0.19 4.66
C -0.02 -3.73 -4.84
H -3.21 2.25 2.95
H 1.80 -1.05 2.98
N -2.13 0.72 1.93
H 0.38 -1.79 3.22
N -0.70 -0.07 -1.06
C 2.11 2.64 1.59
N 1.71 1.64 0.57
H 2.28 -1.36 -4.00
O 0.88 0.93 -2.76
H -1.93 -3.96 -3.90
O 0.57 -2.96 0.59
O -1.53 3.15 -2.08
C 0.99 1.34 4.09
H -1.18 -5.34 -5.68
H 1.20 3.77 3.18
H -0.13 -4.50 -6.83
C 1.36 -1.94 -3.97
H 2.49 1.06 0.29
S 0.66 -0.27 -2.01
N 0.19 1.91 2.98
O -0.86 2.41 -0.02
Ir -0.03 0.32 1.13
C -0.84 -2.35 -3.03
C -1.01 -3.39 -3.92
C 0.89 3.08 2.39
H 0.57 -5.61 -5.67
H 0.87 1.95 4.99
H -2.14 2.80 1.66
C -1.66 0.70 -1.67
C 0.49 -1.85 0.66
H -2.65 0.65 -1.22
C 1.17 -2.99 -4.84
H 1.38 2.11 -0.27
H -1.13 3.32 3.86
H -2.80 0.59 1.18